45
Properties=species:S:1:pos:R:3:forces:R:3 method="wB97M-V/def2-TZVPD" orbital_gap_ha=0.371 charge=+1
C 3.08392 0.91390 -1.26651 0.533 0.800 -1.978
C 2.15488 0.73232 -0.12512 1.104 0.019 -0.264
C 0.85682 0.59290 -0.26618 0.708 0.014 0.364
N -0.00717 0.52116 0.91501 0.290 -0.689 -0.437
H 2.87369 0.37405 -2.20013 -0.194 -0.506 0.627
H 3.06277 1.93014 -1.69256 -0.246 0.224 0.624
H 4.14391 0.80677 -1.04601 -0.121 -0.413 0.381
H 2.69418 0.77378 0.81341 -0.638 -0.111 0.317
H 0.40776 0.63437 -1.24611 -0.473 -0.246 0.198
H -0.78115 1.15741 0.72570 -0.077 0.033 1.000
H -0.43269 -0.39979 1.01339 -0.050 -0.013 -0.343
H 0.52860 0.70082 1.82021 -0.446 0.792 -0.976
H -1.99608 -1.55252 0.45299 -0.917 0.188 0.352
H -2.76086 -0.13400 -0.00522 -0.444 -0.261 1.206
O -2.20448 -0.88095 -0.20527 0.488 0.150 -1.323
H -3.07489 -1.71777 -3.21842 -0.567 0.164 0.066
H -2.74056 -0.23044 -2.78991 -0.157 -0.772 -0.223
O -2.45147 -0.99682 -3.31767 0.204 0.619 -0.144
H -0.03740 3.56564 -3.32324 -0.524 0.509 -0.635
H 1.30225 2.92482 -3.02913 -0.437 0.027 0.322
O 0.42884 3.10894 -2.63836 0.854 -0.547 0.471
H 0.29279 -1.85499 -2.37237 -0.114 0.100 -0.447
H -1.32180 -1.75369 -2.32875 1.454 0.257 0.212
O -0.48530 -1.94620 -1.81969 -0.526 -0.630 0.362
H -1.25854 2.98357 1.23490 0.101 0.219 0.084
H -2.12547 2.80888 2.49370 -0.015 -0.359 -0.613
O -1.96422 2.43110 1.60774 -0.129 0.347 0.496
H -0.95563 -3.20115 -0.61570 0.086 -0.030 0.013
H -1.82857 -4.35706 0.05604 0.578 0.702 0.095
O -1.25595 -3.58431 0.23913 -0.492 -0.452 -0.389
H 0.23112 0.10180 -4.01447 -0.338 0.070 -0.106
H 1.41691 -0.68222 -4.53995 0.250 -0.295 -0.572
O 1.09835 -0.22207 -3.77125 0.049 0.162 0.608
H 1.69239 2.02882 3.42956 -0.116 -1.715 -1.095
H 1.60872 0.43281 3.52682 0.282 1.166 -0.696
O 1.65350 1.18925 2.86977 0.055 0.258 2.528
H 0.40931 -2.26387 3.87071 0.203 -0.376 0.648
H 1.77535 -2.81577 4.27157 0.357 -0.348 -0.054
O 1.07534 -2.25469 4.59390 -0.588 0.790 -0.617
H 0.46354 4.50299 0.80816 0.151 -0.786 -0.347
H 0.22717 3.60214 -0.42368 0.317 0.014 -0.286
O 0.50496 3.57013 0.50289 -0.534 0.859 0.445
H -1.05246 -3.05123 1.84872 -0.242 -0.443 0.598
H -1.94023 -3.12546 3.13098 -1.345 -0.384 0.416
O -1.08324 -2.91439 2.82353 1.667 0.896 -0.887


48
Properties=species:S:1:pos:R:3:forces:R:3 method="wB97M-V/def2-TZVPD" orbital_gap_ha=0.253 charge=-1
O 1.01198 -1.08216 -1.95225 -0.352 0.377 -0.397
C 0.44546 -2.14876 -2.12124 1.963 -0.456 -0.560
C -0.80449 -2.48460 -1.39968 -4.579 -0.113 0.297
C -0.65602 -3.44138 -0.24006 0.529 -1.587 0.281
S 1.11943 -3.71718 -0.17910 1.235 -0.344 0.714
N -1.47120 -1.24650 -0.84329 0.382 -0.991 -1.469
H 0.84380 -2.81819 -2.93708 -0.630 0.214 0.689
H -1.56437 -3.02701 -2.08416 1.156 1.199 0.303
H -1.16663 -3.10368 0.67270 0.395 0.244 -0.352
H -1.07613 -4.46935 -0.33534 -0.192 0.874 -0.633
H -1.30158 -0.51499 -1.54440 0.052 -0.598 0.636
H -0.95327 -0.99202 -0.01197 0.125 0.350 -0.096
H 0.26452 4.54616 -0.85047 -0.126 -1.023 -0.127
H -0.84834 4.02259 -1.97258 0.543 -0.831 0.643
O -0.37898 4.73086 -1.53188 -0.490 1.958 -0.509
H -4.14145 0.18218 -0.04999 0.241 0.040 0.342
H -3.07861 -0.06228 1.02894 0.175 -0.275 0.032
O -3.80293 0.52929 0.78877 -0.252 0.181 -0.288
H 1.51749 -3.31708 2.14537 0.005 -0.515 -0.676
H 1.25854 -1.85805 1.99232 -0.031 -0.082 -0.187
O 1.55976 -2.49953 2.64305 -0.049 0.820 1.026
H -0.05556 3.32756 0.74608 -0.076 0.835 1.170
H -1.24574 4.16794 1.28319 -0.079 0.107 -0.200
O -0.35462 3.88801 1.51154 0.076 -0.704 -0.716
H 2.39454 1.87697 0.77648 -0.121 -0.024 0.060
H 1.33645 1.57172 -0.22192 0.251 -0.013 -0.204
O 1.54035 2.20738 0.47612 0.206 0.691 -0.283
H -1.38689 -0.98728 2.94171 -0.236 -0.060 0.111
H -1.32645 -2.08176 1.88750 -0.565 0.504 0.404
O -1.95100 -1.45867 2.31670 0.531 -0.421 -0.026
H -2.03210 0.91452 -1.36165 -0.408 0.856 -0.770
H -1.20130 1.24384 -2.59809 0.042 0.238 -0.064
O -2.08097 1.39279 -2.22516 0.299 -0.388 0.858
H 1.33026 3.47055 -2.75818 -0.502 0.233 -0.055
H 2.05916 2.21588 -2.35182 -1.939 0.097 -0.238
O 1.12449 2.54521 -2.59123 2.343 -0.473 0.234
H -2.71726 1.81264 3.14190 0.056 0.480 -0.590
H -1.32555 2.64800 3.07352 -0.394 0.385 -0.630
O -1.81339 1.91132 3.44111 0.481 -0.958 1.119
H 3.38586 0.23914 -0.84214 -0.129 0.410 -0.121
H 2.28191 0.18302 -1.89519 -0.391 -0.666 -0.221
O 2.95359 0.76414 -1.53297 0.764 0.342 -0.168
H 3.02611 -0.22486 1.91485 -0.238 -0.983 0.071
H 2.66188 -1.06666 0.55938 -0.347 -0.576 0.783
O 2.99070 -0.25570 0.95983 0.663 1.037 -0.571
H -0.34834 0.51945 2.06991 -0.353 -0.413 0.149
H -0.11705 1.50310 1.05350 0.224 -0.476 -0.381
O -0.31143 0.55323 1.10824 -0.260 0.499 0.607


48
Properties=species:S:1:pos:R:3:forces:R:3 method="wB97M-V/def2-TZVPD" orbital_gap_ha=0.221 charge=+2
Y -17.45745 12.57453 -19.67193 -1.521 2.782 5.042
C -16.50770 14.63962 -15.95748 -0.068 -0.098 -0.420
C -17.68446 13.75599 -16.33935 -0.745 0.128 0.303
C -18.96665 14.54948 -16.51572 -0.314 0.813 -0.214
O -17.41253 12.93482 -17.48119 0.450 -1.105 -3.719
H -16.13111 15.15862 -16.84400 0.035 0.013 0.060
H -15.67740 14.06628 -15.55507 0.005 0.033 0.081
H -16.85226 15.35858 -15.21595 0.122 0.019 0.070
H -17.88776 13.09940 -15.47650 0.204 -0.140 -0.174
H -19.07316 15.22203 -15.66226 -0.131 -0.143 0.063
H -19.90758 13.99711 -16.55860 0.244 -0.352 0.175
H -18.97886 15.19042 -17.41209 0.387 -0.125 0.046
O -21.67870 11.45076 -15.39594 0.495 -0.013 -0.342
H -21.65680 11.60908 -14.44777 -0.266 -0.018 -0.025
H -20.77328 11.16871 -15.63346 -0.339 -0.112 0.324
O -13.81678 13.07622 -17.09315 -0.443 0.313 -0.266
H -14.43319 12.57072 -16.54520 0.696 -0.107 0.064
H -13.30845 13.61200 -16.47030 0.169 -0.254 0.009
O -19.19175 10.70617 -16.29815 0.598 0.122 -0.336
H -18.65047 9.93175 -16.09759 -0.215 -0.028 0.103
H -18.56696 11.44294 -16.38778 -0.145 -0.180 -0.025
O -21.74962 12.48454 -17.96099 0.135 -0.345 -0.104
H -22.35782 12.12723 -18.62109 0.026 0.135 0.017
H -21.95354 11.98240 -17.13837 0.186 0.522 0.144
O -18.53899 15.81938 -12.40522 0.291 -0.108 -0.327
H -18.25965 16.72259 -12.59551 -0.123 0.004 0.160
H -17.72544 15.33355 -12.22765 -0.063 0.078 0.171
O -20.92285 14.94732 -13.75087 0.499 -0.209 -0.179
H -21.12694 14.01177 -13.66432 -0.126 0.072 0.090
H -20.05297 15.05608 -13.32517 -0.373 0.138 0.138
O -17.02442 16.98092 -18.65027 -0.828 -0.348 -0.024
H -16.82158 16.86019 -17.71030 0.131 0.012 -0.134
H -17.81378 17.54596 -18.64840 0.299 0.220 -0.035
O -17.44285 14.85111 -20.15076 0.104 -0.467 -0.125
H -17.19453 15.25981 -20.99798 0.014 0.041 0.214
H -17.48820 15.62684 -19.47356 0.638 -0.281 -0.130
O -21.04727 17.24862 -16.18584 0.019 -0.034 -0.217
H -20.12858 17.05223 -16.38482 -0.019 0.038 0.046
H -21.46809 17.40026 -17.03979 -0.061 0.093 0.115
O -19.69418 13.34858 -19.34488 0.578 -0.787 0.169
H -20.05774 14.19286 -19.64498 0.085 -0.110 -0.101
H -20.32187 13.03580 -18.58846 -0.141 -0.190 -0.623
O -15.30844 11.19016 -15.65412 -0.392 0.034 -0.198
H -16.08227 11.67482 -15.96703 -0.149 -0.218 0.144
H -15.63178 10.48416 -15.08263 0.142 0.084 0.069
O -12.68135 14.91179 -14.67587 -0.345 0.007 -0.191
H -12.47304 15.46731 -13.91560 0.107 -0.106 -0.032
H -13.24906 15.45919 -15.22936 0.147 0.177 0.125


48
Properties=species:S:1:pos:R:3:forces:R:3 method="wB97M-V/def2-TZVPD" orbital_gap_ha=0.181 charge=+2
Y -3.28246 2.12654 -0.91320 5.571 -2.371 2.719
C 0.68935 0.52511 1.11476 0.274 -1.133 -1.850
C -0.10719 0.30366 -0.29015 0.666 0.174 0.175
C -0.22510 -1.20082 -0.68392 0.104 0.228 1.631
O -1.37178 0.90163 -0.23921 -5.397 2.566 -1.145
H 0.91602 1.50858 1.52647 -0.704 0.464 -0.608
H 1.70192 0.19135 0.88804 0.116 -0.379 0.002
H 0.31640 -0.10077 1.92549 -0.231 -0.155 -0.264
H 0.31736 0.84782 -1.13380 1.158 -0.092 0.281
H -0.64910 -1.49543 -1.64388 0.302 0.956 -0.330
H -0.89171 -1.64219 0.05698 0.060 -0.072 0.170
H 0.73356 -1.70703 -0.57064 0.133 0.161 -0.075
O 0.17151 -1.76950 -4.55453 -0.230 0.371 0.325
H 0.94963 -2.09123 -4.09929 0.363 -0.048 -0.023
H -0.24029 -2.55645 -4.91141 -0.159 -0.219 -0.249
O -2.70329 -3.03578 -0.99606 -0.474 0.203 -0.084
H -2.13552 -3.49888 -0.38010 0.077 -0.282 0.178
H -2.10006 -2.56435 -1.57059 0.024 -0.151 -0.150
O -1.25287 1.70675 3.16361 -0.616 0.861 -0.400
H -0.57055 2.16733 2.67520 0.275 0.084 -0.075
H -0.78628 1.01652 3.63489 0.083 -0.354 0.506
O 3.45436 0.37179 -2.56844 0.196 0.455 0.192
H 2.60488 0.80408 -2.48039 -0.174 0.151 -0.386
H 3.26220 -0.55951 -2.45901 0.289 -0.376 0.238
O 3.41951 -2.23658 -1.58747 -0.350 0.090 -0.104
H 2.68209 -2.79405 -1.83582 -0.070 -0.353 -0.057
H 3.83350 -2.69726 -0.85766 0.271 -0.107 0.213
O 1.08986 1.13295 -3.96805 -0.476 0.442 0.534
H 1.32468 1.20197 -4.89343 0.264 -0.006 -0.273
H 0.40184 0.46791 -3.94400 -0.114 -0.471 -0.238
O -3.36084 2.42395 1.35463 -1.589 0.126 -1.527
H -4.21718 2.60219 1.74340 -0.586 0.194 0.538
H -2.76280 2.38091 2.10077 1.485 -0.556 0.813
O 3.02372 -2.67358 2.44752 -0.186 -0.175 -0.144
H 2.58230 -1.86757 2.17968 -0.123 0.184 0.046
H 3.93783 -2.54149 2.19615 0.353 -0.005 0.062
O -2.23366 -0.77214 3.57865 -0.433 0.596 -0.280
H -3.00769 -0.77944 4.14174 -0.172 -0.335 0.419
H -2.29898 0.04926 3.09155 -0.020 0.121 -0.280
O 1.13157 4.04553 -0.25277 -0.965 -0.075 -0.098
H 1.94072 3.61302 -0.52558 0.359 -0.130 -0.333
H 1.16283 4.03176 0.70382 0.181 0.169 0.319
O -1.81274 3.87254 -0.54765 -1.602 -0.449 -0.565
H -1.95259 4.81505 -0.63902 -0.132 0.745 0.042
H -0.88268 3.74847 -0.73694 1.773 -0.376 0.053
O -0.71249 -2.83240 3.89942 0.572 -0.398 0.037
H -1.11049 -1.99862 3.64915 -0.170 0.038 0.078
H -0.97921 -3.44182 3.21116 0.025 -0.307 -0.031


51
Properties=species:S:1:pos:R:3:forces:R:3 method="wB97M-V/def2-TZVPD" orbital_gap_ha="0.376 / 0.175" spin_multiplicity=2 charge=+1
C -0.18911 -0.90467 -0.11213 -0.336 3.038 -1.370
N 0.24527 0.47103 0.24130 -1.257 -1.631 0.379
C -0.70399 1.47327 0.14246 -1.939 4.176 -1.361
O -1.73912 1.17380 -0.83014 1.356 0.103 1.697
O -0.71840 2.61443 0.64168 0.964 -3.884 -0.813
C -0.97117 -1.58915 0.96358 -2.685 -4.479 2.939
N -1.06084 -1.19873 2.35122 -0.037 1.384 -3.570
H -0.67826 -1.07647 -1.10365 -0.235 1.163 1.021
H 0.61520 -1.48782 -0.27915 3.290 -1.504 0.069
H 0.81024 0.42310 1.12594 -0.580 0.867 -1.101
H -2.25496 1.99531 -1.08967 1.113 -0.879 1.194
H -0.65289 -2.69491 1.08923 0.134 1.615 -0.663
H -2.01629 -1.70702 0.60669 0.337 0.529 0.202
H -1.52791 -0.31410 2.48744 -0.401 0.245 0.679
H -0.20735 -1.31662 2.83388 1.638 -0.395 1.672
H 1.98703 -0.36503 3.64959 2.000 8.001 1.632
H 1.39256 -1.56407 4.30116 0.862 0.558 -0.773
O 1.77012 -1.17327 3.47710 -3.084 -9.167 -0.915
H 3.04551 -0.58387 0.15016 1.408 1.187 2.849
H 4.43745 -0.68197 0.93249 -1.310 0.602 0.334
O 3.51798 -0.31885 1.06109 -0.132 -1.537 -3.240
H -3.96587 -1.61830 -0.54672 0.133 0.244 0.330
H -2.93029 -0.45257 -0.35012 0.531 0.236 0.060
O -3.77853 -0.68353 -0.69801 -1.006 -0.095 -0.735
H 0.59651 -2.12204 -3.95400 0.649 1.636 -5.178
H -0.58212 -2.49346 -2.87306 0.035 0.134 -1.317
O 0.32841 -2.38943 -3.15558 -0.569 -1.997 6.596
H 1.70540 0.37316 -4.59120 0.506 0.933 0.053
H 0.38193 -0.32047 -4.49270 -1.008 0.460 0.211
O 1.25807 -0.43394 -4.82220 0.379 -1.125 -0.551
H -3.27873 -2.62003 1.71061 1.081 -0.155 1.906
H -3.45517 -3.82404 0.61808 -0.349 1.834 1.417
O -3.74318 -2.92294 0.97277 -1.042 -2.278 -3.104
H -0.02694 1.31894 4.30198 2.249 -0.206 -3.318
H 1.06592 1.89086 3.26038 1.881 2.478 -0.311
O 0.54414 1.15486 3.40837 -4.792 -2.269 3.792
H 2.66931 2.77040 2.20130 0.620 -0.639 0.096
H 3.34506 1.39618 1.91838 0.425 -0.669 -0.947
O 2.94026 1.91769 2.59767 -0.913 1.598 0.650
H -1.06785 2.62896 -3.91241 0.288 0.081 1.074
H -1.64015 1.71893 -2.87490 -0.553 -0.960 0.148
O -0.98401 2.39183 -2.95607 0.528 0.961 -1.824
H -2.26983 4.24944 1.91722 -0.425 -1.512 0.027
H -2.59954 2.70334 2.02046 2.412 -3.574 -0.022
O -2.93498 3.52857 1.99399 -2.224 5.231 0.090
H 1.92830 -1.62374 -2.20295 -0.568 0.257 -0.319
H 3.07677 -1.68813 -1.33992 3.032 -2.569 1.119
O 2.48716 -1.07188 -1.63384 -2.434 2.071 -1.066
H 2.16245 0.94720 -2.84157 0.780 2.116 -1.121
H 1.42948 2.25715 -2.96628 0.612 0.101 -0.591
O 2.23693 1.84256 -3.34994 -1.366 -2.313 1.976


51
Properties=species:S:1:pos:R:3:forces:R:3 method="wB97M-V/def2-TZVPD" orbital_gap_ha=0.072 charge=+2
Y 5.24402 -3.58590 -2.37166 -0.037 0.022 0.346
C 0.00367 0.56486 0.06066 2.239 2.155 0.494
C -0.63132 -0.44560 -0.83028 2.480 -5.230 0.230
C -1.87988 0.15455 -1.45521 -1.913 0.454 -1.816
O 0.34829 -1.13910 -1.56525 -2.290 2.843 0.601
H -0.74933 0.96095 0.74197 -0.163 -0.189 -0.145
H 0.48494 1.38402 -0.47363 -0.025 0.079 0.099
H 0.76016 -0.02262 0.58094 -0.001 0.442 0.301
H -0.89817 -1.22678 -0.11849 -1.359 -0.318 -0.267
H -1.78714 1.08400 -2.01701 0.630 -0.022 0.221
H -2.62231 0.29800 -0.67014 0.394 -0.074 0.247
H -2.26865 -0.59844 -2.14074 0.024 -0.104 0.023
O -0.75954 -1.72631 -7.19609 0.079 0.104 -0.074
H -0.91958 -2.61799 -6.88702 -0.105 -0.333 -0.042
H -0.57926 -1.22533 -6.40064 0.022 0.200 0.115
O -1.67277 -6.47601 -5.64256 0.248 0.230 0.155
H -2.59721 -6.27944 -5.49087 -0.259 0.030 0.021
H -1.67975 -7.29437 -6.13901 0.023 -0.226 -0.165
O -6.14746 -0.89882 -8.35143 0.072 -0.008 -0.163
H -5.54244 -0.56185 -7.69064 0.166 0.129 0.097
H -6.81551 -1.36560 -7.84937 -0.246 -0.123 0.057
O 0.49923 4.66943 5.98786 0.100 -0.077 -0.315
H 0.97511 4.33156 6.74655 0.158 -0.059 0.222
H -0.36471 4.89982 6.32958 -0.237 0.108 0.069
O 4.18031 4.32342 3.00429 0.074 0.132 -0.229
H 3.48869 4.19283 3.65301 -0.213 0.076 0.274
H 4.33123 3.45296 2.63585 0.102 -0.183 -0.049
O 6.41427 0.75284 -1.37765 -0.271 -0.521 -0.088
H 6.59315 1.32717 -2.12221 0.043 0.240 -0.222
H 7.00794 1.05758 -0.69142 0.186 0.095 0.243
O 3.22873 -6.91718 -0.17094 0.257 0.491 -0.242
H 2.31468 -6.83673 0.10159 -0.272 -0.005 0.100
H 3.41127 -7.85567 -0.12453 0.114 -0.315 0.013
O 6.05481 -3.28376 2.19925 -0.128 0.003 -0.523
H 5.75660 -3.96661 2.80009 -0.046 -0.240 0.184
H 6.31271 -2.55890 2.76871 0.133 0.223 0.164
O -2.74381 6.52623 2.40781 -0.084 -0.275 -0.113
H -1.79264 6.59041 2.49371 0.246 0.039 0.011
H -3.07897 7.29374 2.87130 -0.153 0.214 0.101
O -7.61886 3.14204 0.68365 -0.108 -0.062 -0.155
H -7.30934 2.40822 1.21461 -0.025 -0.183 0.181
H -6.86675 3.73143 0.62716 0.134 0.259 -0.014
O 2.36885 -0.48543 6.69623 0.183 0.145 -0.176
H 1.60953 -0.60622 6.12607 -0.220 0.018 -0.077
H 2.33899 -1.23028 7.29669 0.030 -0.164 0.253
O -4.95595 -5.40958 3.07593 0.099 -0.104 -0.231
H -5.66655 -5.12777 3.65201 -0.257 0.002 0.157
H -4.24469 -4.79410 3.25345 0.158 0.107 0.082
O 2.70153 7.13553 -0.44890 -0.130 -0.122 -0.252
H 3.18201 6.44076 0.00128 0.169 -0.138 0.156
H 2.58207 7.81409 0.21557 -0.024 0.235 0.139


Energy values, unit eV, following the record order: -27604.919 -42542.047 -31260.435 -31257.699 -35264.399 -33327.228.
ΔE to the lowest compared entry with this formula, charge and spin values, unit kcal per mole, following the record order: 30.8 98.9 37.5 100.6 68.1 362.7.